The ion C11H16ClN4 with charge +1. Source: OMol25; level of theory: wB97M-V/def2-TZVPD.

CARTESIAN COORDINATES (ANGSTROEM)
C  -0.9099  1.7843  -0.5807
N  -0.2498  0.4872  -0.8942
C  0.2795  0.6992  -2.2664
C  0.8145  0.1399  0.1096
C  0.3261  -1.2353  0.6419
C  -0.2263  -1.8489  -0.6091
C  -1.1884  -0.6814  -0.8074
C  -1.9579  -0.7429  0.5037
N  -0.8676  -1.0631  1.4552
C  -0.7232  -0.2742  2.6157
C  -0.3098  -0.8582  3.8181
C  -0.2541  -0.0557  4.9717
C  -0.4911  1.2736  4.8196
Cl  -0.4337  2.3656  6.1600
N  -0.7964  1.8132  3.6304
N  -0.9353  1.0332  2.5666
H  -1.2873  1.8383  0.4531
H  -0.1931  2.6360  -0.6514
H  -1.7026  1.9967  -1.3343
H  0.7020  1.7271  -2.3467
H  1.0538  -0.0637  -2.5037
H  -0.5427  0.5978  -3.0049
H  1.7996  0.0831  -0.3374
H  0.8773  0.8929  0.8835
H  1.1104  -1.8227  1.1171
H  -0.7423  -2.7820  -0.4001
H  0.5031  -1.9904  -1.4200
H  -1.7891  -0.7472  -1.6996
H  -2.4834  0.1496  0.7668
H  -2.6666  -1.5821  0.4890
H  -0.1697  -1.9366  3.8850
H  -0.0681  -0.4967  5.9614

Total charge: +1
HOMO level (eV): -12.3
Energy (eV): -30141.653
Energy relative to the best compared isomer or geometry (same formula, charge and spin) (kcal per mole): 0.00
LUMO (eV): -2.8
Frontier orbital gap (eV): 9.501